(1)
This record from OMol25 describes a structure of composition C3H3O3Pt in a non-equilibrium geometry. The level of theory is wB97M-V/def2-TZVPD.

```
10
Properties=species:S:1:pos:R:3
O 0.296 -0.506 0.376
O -1.458 1.385 -0.462
C -2.268 0.490 0.109
C -1.746 -0.775 0.527
O 2.954 -1.086 0.286
C 2.047 -0.359 0.305
Pt 0.187 0.996 -0.422
H -3.340 0.717 0.195
H -1.741 -1.534 -0.278
H -2.162 -1.157 1.470
```

total charge	0
LUMO energy (alpha / beta)	-0.07 / -1.57	eV
spin multiplicity	4
largest force on an atom	14.8	eV/A
ΔE to the lowest compared entry with this formula, charge and spin	2.830	eV


(2)
This record from OMol25 describes a structure of composition C3H3O3Rh in a non-equilibrium geometry. The level of theory is wB97M-V/def2-TZVPD.

```
10
Properties=species:S:1:pos:R:3
O -0.836 1.786 0.455
O 2.024 -0.285 -1.638
C 1.166 -0.213 -0.718
O 0.040 -0.858 -0.935
C -0.961 -0.585 0.051
H -1.062 -1.434 0.747
C -0.741 0.658 0.870
H -0.431 0.450 1.917
H -1.919 -0.484 -0.479
Rh 2.719 0.966 -0.270
```

total charge	+2
LUMO energy (alpha / beta)	-11.25 / -14.43	eV
spin multiplicity	5
largest force on an atom	3.3	eV/A